The following is a quantum chemistry calculation of an isolated molecule of C4H10N2O in a non-equilibrium geometry, from OMol25.

Atoms and positions in Å:
N (0.779, 2.014, 1.626)
C (0.614, 1.922, 0.172)
N (-0.610, 1.117, -0.135)
C (-0.703, -0.213, 0.469)
C (-1.212, -1.398, -0.368)
C (-0.076, -2.094, -1.057)
O (1.068, -1.691, -1.035)
H (0.583, 1.139, 2.113)
H (1.748, 2.162, 1.871)
H (1.437, 1.334, -0.279)
H (0.661, 2.944, -0.203)
H (-1.247, 1.380, -0.880)
H (0.329, -0.441, 0.778)
H (-1.225, -0.348, 1.432)
H (-1.706, -2.050, 0.403)
H (-2.064, -1.114, -1.036)
H (-0.186, -3.062, -1.590)

Calculated values
Frontier orbital gap ... 9.23 eV
SMILES ... NCNCCC=O
Energy relative to the best compared isomer or geometry (same formula, charge and spin) ... 2.713 eV
Total charge ... 0

The following is a quantum chemistry calculation of an isolated molecule of C3H9OPSi in a non-equilibrium geometry, from OMol25.

Atoms and positions in Å:
C (0.222, -1.819, -0.103)
Si (0.740, 0.060, -0.128)
C (-0.118, 1.074, -1.488)
C (0.145, 0.809, 1.579)
P (3.011, 0.377, -0.437)
O (3.429, -0.875, 0.662)
H (0.390, -2.270, -0.991)
H (0.942, -2.201, 0.771)
H (-0.758, -1.895, 0.042)
H (-0.161, 0.520, -2.463)
H (-1.254, 1.211, -1.371)
H (0.158, 2.054, -1.497)
H (-0.678, 1.487, 1.457)
H (-0.266, 0.072, 2.316)
H (0.925, 1.414, 2.078)

Calculated values
Frontier orbital gap ... 7.19 eV
SMILES ... C[Si](C)(C)P=O
Energy relative to the best compared isomer or geometry (same formula, charge and spin) ... 0.529 eV
Total charge ... 0